Entry from the Open Molecules 2025 dataset: 8 unconnected molecules or ions with the total composition C17H51ClN2O11P (ωB97M-V/def2-TZVPD).

CARTESIAN COORDINATES (ANGSTROEM)
C1 -1.9345 -2.3269 0.6940
C2 -1.4399 -2.4292 2.1283
O1 -0.9232 -3.6956 2.4601
C3 -0.2484 -1.5014 2.3590
N1 -0.5324 -0.0985 1.9123
C4 0.6958 0.7733 1.8475
C5 0.3569 2.0418 1.0643
C6 1.5816 2.9621 1.0324
C7 1.9162 3.4538 -0.3738
C8 0.7978 4.2934 -0.9629
Cl1 1.3189 5.1053 -2.4683
N2 -0.8269 2.7281 1.5443
C9 -1.9684 1.8788 1.7569
C10 -1.6679 0.6128 2.6016
P1 -1.3634 1.1268 4.3437
O2 -0.4307 2.2402 4.4899
O3 -0.9124 -0.2315 5.0374
O4 -2.8261 1.3870 4.8893
H1 -2.5299 -1.4290 0.5052
H2 -2.5962 -3.1595 0.4501
H3 -1.1014 -2.3496 -0.0159
H4 -2.2540 -2.1706 2.8201
H5 -1.4200 -4.3986 2.0202
H6 0.0657 -1.4775 3.3978
H7 0.5785 -1.8560 1.7424
H8 -0.8415 -0.1858 0.9365
H9 1.4654 0.2068 1.3220
H10 1.0195 0.9762 2.8683
H11 0.1386 1.7132 0.0341
H12 2.4344 2.4005 1.4174
H13 1.4059 3.8144 1.6946
H14 2.8333 4.0439 -0.3477
H15 2.1102 2.5858 -1.0100
H16 0.4690 5.0722 -0.2769
H17 -0.0701 3.6919 -1.2283
H18 -0.6239 3.2880 2.3641
H19 -2.3693 1.5432 0.7910
H20 -2.7584 2.4570 2.2392
H21 -2.5205 -0.0688 2.5861
H22 -0.3982 -0.0954 5.8439
H23 -3.5872 1.3550 4.3041
C11 5.0604 1.7590 0.2287
O5 4.0316 0.8173 0.5169
H24 4.6685 2.7498 0.4523
H25 5.9411 1.5860 0.8504
H26 5.3536 1.7289 -0.8233
H27 4.4146 -0.0529 0.3329
C12 -0.6475 -7.1877 2.4953
O6 -1.3738 -6.4772 1.4826
H28 0.3066 -7.4479 2.0481
H29 -0.4660 -6.5593 3.3703
H30 -1.1747 -8.0928 2.8001
H31 -2.2564 -6.2957 1.8221
C13 -2.9676 0.1823 -2.1936
O7 -3.7997 -0.7406 -1.4917
H32 -2.1649 -0.4014 -2.6399
H33 -3.4983 0.6875 -2.9981
H34 -2.5277 0.9282 -1.5191
H35 -4.5578 -0.2613 -1.1446
C14 -1.1224 7.2133 -5.1119
O8 -1.6026 5.9418 -4.7022
H36 -1.9882 7.7888 -5.4325
H37 -0.6329 7.7497 -4.2942
H38 -0.4274 7.1389 -5.9526
H39 -0.8518 5.4176 -4.4091
C15 1.6805 -5.4667 0.1207
O9 2.1905 -6.5028 0.9446
H40 1.1581 -4.7762 0.7818
H41 2.4783 -4.9278 -0.3998
H42 0.9639 -5.8406 -0.6149
H43 2.6518 -7.1412 0.3930
C16 -4.9183 0.4455 -6.1520
O10 -3.9399 -0.1254 -5.2890
H44 -4.7956 1.5248 -6.0946
H45 -4.7750 0.1371 -7.1899
H46 -5.9345 0.1913 -5.8412
H47 -4.0209 -1.0824 -5.3334
C17 6.6525 -1.3574 -1.5610
O11 5.7346 -1.2908 -0.4694
H48 7.0039 -0.3436 -1.7358
H49 7.5093 -1.9880 -1.3204
H50 6.1717 -1.7250 -2.4691
H51 5.4297 -2.1810 -0.2708

Atoms 1-3, force components in eV/Å:
C -0.049 -0.090 -0.048
C 0.031 0.078 0.015
O 0.040 0.119 0.013

## Properties
Total charge ... +1
HOMO-LUMO gap ... 9.120 eV
Max |F| ... 0.5 eV Å⁻¹
E_HOMO ... -0.4261 hartree

Mulliken atomic charge list, values in e, 4 entries:
1 C -1.261
2 C 0.648
3 O -0.471
4 C -1.173